# 1
The ion C7H13N4O2S with charge +1 at a distorted geometry, computed with ωB97M-V with the def2-TZVPD basis set.

Cartesian coordinates (Å):
1 C 2.099 -0.493 -0.491
2 C -0.684 -1.383 0.481
3 C -1.291 0.231 -1.287
4 C -1.780 -0.922 1.439
5 C -2.368 0.627 -0.256
6 C 4.613 -0.224 -0.505
7 C 0.887 0.281 -0.316
8 N 3.322 -0.164 -0.331
9 N -0.279 -0.374 -0.470
10 N 0.947 1.459 0.339
11 N -2.981 -0.482 0.608
12 O -0.085 2.062 0.731
13 O 2.115 2.083 0.267
14 S 5.753 -0.956 0.422
15 H 1.995 -1.571 -0.917
16 H 0.270 -1.781 0.879
17 H -1.148 -2.315 -0.186
18 H -1.712 -0.346 -2.032
19 H -1.086 1.258 -1.770
20 H -2.137 -1.783 2.000
21 H -1.362 0.019 1.854
22 H -1.859 1.368 0.338
23 H -3.276 1.128 -0.542
24 H 4.864 0.367 -1.293
25 H 2.125 3.018 0.031
26 H -3.287 -1.153 -0.058
27 H -3.655 0.044 1.064

## Properties
Energy above the lowest of the compared OMol25 structures with the same formula, charge and spin, kJ/mol: 584.0
Spin multiplicity: 1
Total charge: +1
Structure (SMILES): [O-]/[N+](O)=C(/C=N/C=S)N1CC[NH2+]CC1
Strongest force on any atom, hartree/bohr: 0.1063
DFT total energy, Eh: -1041.71633
Lowest unoccupied orbital energy, eV: -4.1
Molar mass, g/mol: 217.27
Frontier orbital gap, eV: 6.48

Löwdin atomic charge list, values in e, 6 entries:
1. C -0.023
2. C -0.119
3. C -0.084
4. C -0.063
5. C -0.108
6. C -0.746

---

# 2
The molecule C8H16NO2P at a distorted geometry, computed with ωB97M-V with the def2-TZVPD basis set.

Cartesian coordinates (Å):
1 C 0.358 0.196 -0.714
2 C 2.644 -0.578 -0.427
3 C 4.292 -1.807 -2.110
4 C -2.826 2.358 1.030
5 C -1.386 -2.095 1.813
6 C 2.828 -1.877 -1.368
7 C -1.499 1.919 0.411
8 C -1.321 -0.616 1.725
9 N 1.352 -0.357 -0.211
10 O 3.551 -0.044 0.102
11 O -2.481 -0.502 -0.853
12 P -1.419 0.068 -0.006
13 H 0.314 0.878 -1.649
14 H 5.097 -1.897 -1.358
15 H 4.390 -0.808 -2.525
16 H 4.410 -2.688 -2.787
17 H -3.648 2.052 0.316
18 H -2.972 2.077 2.197
19 H -2.823 3.494 1.036
20 H -2.122 -2.621 1.071
21 H -0.501 -2.574 1.278
22 H -1.590 -2.396 2.872
23 H 2.148 -1.825 -2.217
24 H 2.573 -2.655 -0.742
25 H -0.741 2.228 1.062
26 H -1.323 2.520 -0.653
27 H -0.313 -0.260 2.213
28 H -2.206 -0.058 2.227

## Properties
Energy above the lowest of the compared OMol25 structures with the same formula, charge and spin, kJ/mol: 0.0
Spin multiplicity: 1
Structure (SMILES): CCC(=O)/N=C/P(=O)(CC)CC
Strongest force on any atom, hartree/bohr: 0.0935
DFT total energy, Eh: -860.95136
Lowest unoccupied orbital energy, eV: 0.2
Molar mass, g/mol: 189.20
Frontier orbital gap, eV: 9.59

Löwdin atomic charge list, values in e, 6 entries:
1. C -0.160
2. C -0.526
3. C -0.074
4. C -0.190
5. C -0.200
6. C -0.096

---

# 3
A cluster of 2 separate species, C10H27N3O5P2S in total at a distorted geometry, computed with ωB97M-V with the def2-TZVPD basis set.

Cartesian coordinates (Å):
1 O -4.211 0.170 1.107
2 P -2.929 -0.568 1.170
3 C -2.867 -1.711 2.607
4 C -2.157 -3.043 2.302
5 C -2.847 -4.095 3.150
6 C -2.898 -3.663 4.643
7 S -2.318 -2.006 5.076
8 O -3.360 -1.415 5.857
9 O -1.046 -2.103 5.715
10 O -2.191 -1.128 3.740
11 H -2.847 -1.429 0.057
12 H -1.781 0.244 1.135
13 H -3.907 -1.895 2.895
14 H -1.121 -2.935 2.626
15 H -2.216 -3.249 1.235
16 H -2.365 -5.066 3.047
17 H -3.871 -4.217 2.795
18 H -3.920 -3.734 5.003
19 H -2.314 -4.351 5.250
20 O 0.708 0.235 -0.463
21 P 1.619 1.098 -1.265
22 N 0.805 2.594 -1.311
23 C 0.037 3.188 -2.382
24 C 0.581 3.206 -0.009
25 N 1.637 0.202 -2.736
26 C 1.354 0.758 -4.041
27 C 1.165 -1.177 -2.664
28 N 3.145 1.732 -1.531
29 C 3.469 3.120 -1.809
30 C 4.240 0.803 -1.792
31 H 0.295 4.250 -2.484
32 H -1.043 3.120 -2.205
33 H 0.244 2.747 -3.349
34 H 1.519 3.572 0.430
35 H 0.131 2.504 0.699
36 H -0.089 4.059 -0.098
37 H 0.280 0.906 -4.208
38 H 1.715 0.080 -4.819
39 H 1.881 1.701 -4.203
40 H 0.070 -1.245 -2.683
41 H 1.516 -1.665 -1.760
42 H 1.558 -1.739 -3.515
43 H 3.211 3.393 -2.837
44 H 4.541 3.280 -1.677
45 H 2.980 3.809 -1.126
46 H 4.403 0.678 -2.867
47 H 4.033 -0.177 -1.365
48 H 5.167 1.158 -1.337

## Properties
Spin multiplicity: 1
Structure (SMILES): O=[PH2][C@H]1CCCS(=O)(=O)O1.CN(C)P(=O)(N(C)C)N(C)C
Strongest force on any atom, hartree/bohr: 0.0981
DFT total energy, Eh: -2018.53408
Lowest unoccupied orbital energy, eV: 0.6
Molar mass, g/mol: 363.36
Frontier orbital gap, eV: 9.12

Löwdin atomic charge list, values in e, 6 entries:
1. O -0.438
2. P 0.758
3. C -0.441
4. C -0.190
5. C -0.202
6. C -0.185

---

# 4
The molecule C4H7NO2, computed with ωB97M-V with the def2-TZVPD basis set.

Cartesian coordinates (Å):
1 C 0.794 -0.887 1.896
2 C 0.486 -0.193 0.604
3 N -0.676 -0.524 -0.060
4 O 1.279 0.622 0.163
5 C -0.388 1.406 -1.433
6 C -0.736 0.007 -1.382
7 O -1.717 0.901 -1.819
8 H 1.138 -0.124 2.599
9 H -0.042 -1.446 2.317
10 H 1.633 -1.563 1.705
11 H -1.266 -1.279 0.262
12 H -0.470 2.008 -0.535
13 H 0.355 1.743 -2.156
14 H -0.389 -0.673 -2.162

## Properties
Energy above the lowest of the compared OMol25 structures with the same formula, charge and spin, kJ/mol: 191.4
Spin multiplicity: 1
Structure (SMILES): CC(=O)N[C@@H]1CO1
Strongest force on any atom, hartree/bohr: 0.0184
DFT total energy, Eh: -361.80794
Lowest unoccupied orbital energy, eV: 0.8
Molar mass, g/mol: 101.10
Frontier orbital gap, eV: 10.66

Löwdin atomic charge list, values in e, 6 entries:
1. C 0.002
2. C -0.519
3. N 0.125
4. O 0.037
5. C -0.083
6. C -0.359